Record 1
Ag3ClSr as an isolated structure in a non-equilibrium geometry, computed with the ωB97M-V functional and the def2-TZVPD basis.

Each line ends with the natural charge from an NBO analysis.
CARTESIAN COORDINATES (ANGSTROEM)
Sr (-2.255, -0.330, -2.098)  1.976
Ag (0.451, 1.581, -0.183)  0.788
Ag (0.454, 0.497, 2.725)  1.005
Ag (2.001, -0.344, -0.789)  0.949
Cl (-0.652, -1.404, 0.346)  -0.718

Calculated values
E_tot in eV: -25304.6064
Total charge: +4
LUMO in eV: -19.5


Record 2
A 41-piece molecular cluster, C12H98N4O45S overall in a non-equilibrium geometry, computed with the ωB97M-V functional and the def2-TZVPD basis.

Each line ends with the Mulliken charge.
CARTESIAN COORDINATES (ANGSTROEM)
C (3.676, 0.358, 2.725)  -0.450
C (3.948, -0.742, 2.020)  -0.117
C (4.834, -0.765, 0.797)  -1.305
C (4.037, -0.149, -0.418)  0.733
N (4.565, -0.725, -1.647)  -0.616
C (4.243, 1.392, -0.363)  -0.708
O (5.249, 1.740, -1.327)  -0.202
N (5.164, 3.133, -1.650)  0.232
O (5.605, 3.814, -0.818)  -0.317
O (2.667, -0.493, -0.174)  0.339
C (1.812, -0.292, -1.216)  0.145
O (1.992, 0.537, -2.074)  -0.685
C (0.604, -1.204, -1.186)  0.081
C (-0.616, -0.581, -1.850)  -0.284
C (-1.724, -0.122, -0.892)  -0.345
C (-2.342, -1.305, -0.180)  0.836
S (-3.956, -0.966, 0.658)  -0.230
C (-4.074, 0.780, 0.623)  -0.094
N (-4.552, 1.433, -0.360)  -0.058
N (-4.455, 2.790, -0.088)  -0.587
C (-3.948, 2.847, 1.079)  -0.169
O (-3.670, 1.657, 1.617)  0.269
H (2.719, 0.508, 3.198)  -0.082
H (4.404, 1.156, 2.835)  0.314
H (3.481, -1.672, 2.332)  0.435
H (5.043, -1.809, 0.570)  0.425
H (5.735, -0.187, 0.989)  0.516
H (5.509, -1.034, -1.448)  0.347
H (4.071, -1.572, -1.909)  0.263
H (4.619, 1.650, 0.621)  0.538
H (3.323, 1.918, -0.599)  0.141
H (0.863, -2.132, -1.694)  0.340
H (0.394, -1.429, -0.140)  -0.351
H (-1.094, -1.304, -2.502)  0.600
H (-0.367, 0.284, -2.459)  -0.460
H (-2.475, 0.354, -1.520)  0.141
H (-1.344, 0.600, -0.166)  0.272
H (-1.654, -1.678, 0.573)  0.201
H (-2.575, -2.081, -0.900)  -0.356
H (-3.749, 3.749, 1.635)  0.598
O (-3.659, -4.223, 2.097)  -0.695
H (-3.748, -3.416, 1.580)  0.291
H (-4.056, -4.921, 1.567)  0.271
O (-2.909, -1.188, -3.873)  -0.497
H (-2.885, -0.362, -4.368)  0.165
H (-3.364, -1.829, -4.438)  0.195
O (-0.466, 1.589, 2.014)  -0.268
H (-0.083, 2.476, 2.031)  0.200
H (-1.380, 1.719, 2.286)  0.044
O (1.477, 0.042, 5.195)  -0.535
H (0.896, -0.657, 5.534)  0.220
H (0.884, 0.630, 4.715)  0.257
O (-3.080, 1.695, 4.689)  -0.630
H (-2.323, 1.098, 4.653)  0.339
H (-3.444, 1.667, 3.796)  0.199
O (-4.481, 6.181, 0.275)  -0.650
H (-5.427, 6.254, 0.442)  0.309
H (-4.368, 5.299, -0.097)  0.352
O (1.420, 3.560, 0.524)  -0.584
H (1.975, 4.341, 0.430)  0.261
H (0.930, 3.523, -0.307)  0.309
O (-2.708, -3.761, -2.205)  -0.565
H (-2.772, -2.930, -2.698)  0.099
H (-3.080, -4.425, -2.796)  0.387
O (4.319, 0.788, 6.186)  -0.533
H (4.286, 1.561, 6.758)  0.285
H (3.441, 0.745, 5.783)  0.302
O (4.091, -1.808, 8.209)  -0.653
H (3.966, -1.015, 7.671)  0.339
H (3.710, -2.516, 7.680)  0.315
O (-7.569, 6.766, -0.657)  -0.611
H (-7.649, 7.613, -1.108)  0.300
H (-7.958, 6.134, -1.272)  0.340
O (-0.167, -2.068, 6.356)  -0.642
H (-1.115, -1.965, 6.498)  0.305
H (-0.051, -2.979, 6.063)  0.278
O (-0.887, -4.377, 3.102)  -0.611
H (-0.941, -3.560, 3.605)  0.251
H (-1.777, -4.459, 2.729)  0.376
O (-10.145, 5.693, 0.997)  -0.679
H (-9.338, 5.747, 0.474)  0.290
H (-10.174, 6.539, 1.458)  0.312
O (6.881, -0.923, 6.832)  -0.657
H (6.310, -1.617, 7.186)  0.301
H (6.273, -0.343, 6.358)  0.269
O (5.815, 2.272, -4.658)  -0.679
H (6.513, 1.775, -5.109)  0.318
H (5.714, 1.835, -3.803)  0.385
O (-4.196, -2.739, -5.976)  -0.528
H (-5.146, -2.878, -5.914)  0.242
H (-3.915, -3.315, -6.698)  0.255
O (-4.778, -0.775, 4.251)  -0.588
H (-4.687, 0.137, 4.554)  0.351
H (-5.354, -0.700, 3.485)  0.271
O (-11.625, 4.197, 3.002)  -0.597
H (-12.293, 4.711, 3.465)  0.313
H (-11.164, 4.828, 2.430)  0.354
O (7.413, 4.753, -4.446)  -0.620
H (6.827, 3.983, -4.507)  0.340
H (8.258, 4.385, -4.164)  0.276
O (-3.359, -6.362, -1.641)  -0.612
H (-2.807, -7.141, -1.524)  0.307
H (-3.109, -5.771, -0.923)  0.300
O (-4.195, -4.882, -8.260)  -0.593
H (-4.959, -5.437, -8.444)  0.300
H (-3.462, -5.323, -8.699)  0.290
O (9.681, -1.658, 7.049)  -0.674
H (8.797, -1.287, 7.203)  0.370
H (10.269, -1.093, 7.560)  0.352
O (10.007, 2.907, -4.178)  -0.607
H (10.690, 2.401, -4.630)  0.299
H (9.915, 2.474, -3.323)  0.307
O (7.414, 7.696, -4.219)  -0.632
H (6.463, 7.791, -4.129)  0.295
H (7.535, 6.755, -4.412)  0.394
O (-5.528, -6.587, -6.354)  -0.644
H (-5.044, -7.406, -6.193)  0.359
H (-5.215, -5.992, -5.665)  0.302
O (-1.384, 0.522, 6.884)  -0.516
H (-2.238, 0.951, 7.013)  0.290
H (-0.777, 1.016, 7.446)  0.263
O (-4.530, 1.669, -3.750)  -0.588
H (-3.988, 1.905, -2.991)  0.293
H (-5.433, 1.703, -3.420)  0.289
O (7.764, 1.473, -6.725)  -0.757
H (8.371, 2.211, -6.853)  0.335
H (7.290, 1.413, -7.562)  0.324
O (-5.959, 1.815, 4.105)  -0.559
H (-5.610, 2.713, 4.126)  0.283
H (-6.889, 1.925, 4.331)  0.251
O (9.095, 0.718, -9.001)  -0.606
H (9.792, 0.235, -9.456)  0.289
H (9.002, 0.279, -8.147)  0.348
O (-10.352, 1.420, 2.684)  -0.626
H (-11.019, 1.951, 3.135)  0.327
H (-9.916, 2.059, 2.114)  0.297
O (2.646, -3.917, 0.158)  -0.768
H (2.989, -3.014, 0.109)  0.341
H (1.727, -3.799, 0.426)  0.281
O (-1.547, 1.361, -4.792)  -0.495
H (-0.594, 1.247, -4.887)  0.293
H (-1.733, 2.203, -5.222)  0.265
O (-6.667, -0.460, -2.028)  -0.626
H (-7.532, -0.070, -1.869)  0.283
H (-6.068, 0.032, -1.451)  0.338
O (-0.294, -1.481, 2.473)  -0.072
H (-0.481, -1.022, 3.298)  0.074
H (0.548, -1.922, 2.632)  0.166
O (5.136, -4.236, -1.213)  -0.611
H (4.194, -4.150, -1.016)  0.321
H (5.252, -5.154, -1.472)  0.282
O (0.302, 2.962, -2.934)  -0.684
H (-0.408, 2.342, -3.141)  0.293
H (1.065, 2.396, -2.757)  0.455
O (10.741, -3.973, 8.617)  -0.653
H (11.685, -3.885, 8.463)  0.301
H (10.341, -3.257, 8.100)  0.381
O (-6.277, -9.099, -5.267)  -0.624
H (-6.931, -9.715, -4.925)  0.293
H (-6.787, -8.442, -5.756)  0.325

Calculated values
E_tot in eV: -122965.1098
Total charge: 0
LUMO in eV: -0.4


Record 3
A 2-piece molecular cluster, C8H13Br3N2O overall in a non-equilibrium geometry, computed with the ωB97M-V functional and the def2-TZVPD basis.

Each line ends with the natural charge from an NBO analysis.
CARTESIAN COORDINATES (ANGSTROEM)
N (-0.206, 0.666, -1.777)  -0.627
C (-0.825, -0.304, -2.304)  0.153
C (-0.999, -1.593, -1.562)  -0.484
C (-0.714, -1.429, -0.087)  -0.105
N (-2.019, -1.531, 0.634)  -0.628
C (-1.721, -1.832, 2.014)  0.692
O (-2.541, -1.885, 2.907)  -0.532
C (-0.226, -2.078, 2.082)  -0.545
C (0.085, -2.514, 0.636)  -0.216
Br (2.031, -2.409, 0.479)  -0.007
H (-0.181, 1.455, -2.414)  0.350
H (-1.222, -0.209, -3.310)  0.158
H (-2.023, -1.907, -1.732)  0.227
H (-0.377, -2.347, -2.035)  0.236
H (-0.209, -0.518, 0.189)  0.249
H (-2.425, -2.422, 0.345)  0.368
H (0.144, -2.753, 2.836)  0.247
H (0.203, -1.089, 2.214)  0.244
H (-0.315, -3.509, 0.483)  0.214
Br (0.012, 2.500, 1.128)  -0.002
C (1.803, 2.901, 0.490)  -0.454
C (1.860, 4.205, -0.263)  -0.441
Br (1.125, 4.074, -2.061)  -0.023
H (2.118, 2.050, -0.106)  0.240
H (2.417, 2.968, 1.385)  0.229
H (2.893, 4.513, -0.404)  0.228
H (1.311, 4.996, 0.236)  0.232

Calculated values
E_tot in eV: -223661.5570
Total charge: 0
LUMO in eV: 0.6


Record 4
One molecule with the formula C4H8O2, computed with the ωB97M-V functional and the def2-TZVPD basis.

Each line ends with the natural charge from an NBO analysis.
CARTESIAN COORDINATES (ANGSTROEM)
C (-1.642, -0.259, -0.441)  -0.638
C (-0.242, 0.328, -0.292)  0.069
O (-0.217, 1.326, 0.713)  -0.719
C (0.714, -0.787, 0.152)  -0.200
C (2.258, 0.161, 0.106)  0.133
O (2.194, -0.743, 1.025)  -0.482
H (-2.341, 0.512, -0.785)  0.216
H (-1.668, -1.076, -1.170)  0.218
H (-2.001, -0.633, 0.524)  0.217
H (0.109, 0.727, -1.253)  0.175
H (-0.780, 2.055, 0.424)  0.474
H (0.891, -1.518, -0.629)  0.236
H (0.254, -1.239, 1.050)  0.206
H (2.473, 1.147, 0.576)  0.096

Calculated values
E_tot in eV: -8367.1749
Total charge: 0
ΔE to the lowest compared entry with this formula, charge and spin in kcal/mol: 140.8
LUMO in eV: 0.8


Record 5
One molecule with the formula C5H6O2, computed with the ωB97M-V functional and the def2-TZVPD basis.

Each line ends with the natural charge from an NBO analysis.
CARTESIAN COORDINATES (ANGSTROEM)
C (-0.893, 0.334, 1.131)  -0.610
C (-0.567, -0.731, 0.072)  0.028
O (-1.120, -0.032, -1.113)  -0.461
C (-0.334, 0.975, -1.394)  0.271
C (1.079, 0.530, -0.930)  -0.105
O (1.577, 0.324, 0.398)  -0.450
C (0.921, -0.754, -0.243)  0.011
H (-1.958, 0.320, 1.360)  0.224
H (-0.269, 0.290, 2.021)  0.231
H (-1.053, -1.704, 0.195)  0.216
H (-0.733, 1.313, 0.646)  0.220
H (1.853, 0.797, -1.638)  0.215
H (1.483, -1.654, -0.486)  0.212

Calculated values
E_tot in eV: -9372.1409
Total charge: 0
ΔE to the lowest compared entry with this formula, charge and spin in kcal/mol: 114.3
LUMO in eV: 0.3


Record 6
An isolated ion of composition C4H12NS and charge +2 in a non-equilibrium geometry, computed with the ωB97M-V functional and the def2-TZVPD basis.

Each line ends with the Mulliken spin population.
CARTESIAN COORDINATES (ANGSTROEM)
C (-0.642, -1.772, -1.105)  0.003
C (-0.309, -0.727, -0.042)  0.013
C (0.885, 0.231, -0.378)  0.042
C (1.196, 1.513, 0.414)  -0.040
S (0.716, 1.506, 2.199)  0.965
N (-1.616, 0.080, 0.199)  0.000
H (-0.821, -1.308, -2.074)  0.001
H (-1.419, -2.417, -0.698)  0.000
H (0.286, -2.337, -1.246)  0.000
H (-0.032, -1.224, 0.898)  -0.015
H (1.823, -0.341, -0.292)  0.001
H (0.877, 0.240, -1.481)  -0.004
H (0.665, 2.366, -0.027)  0.062
H (2.241, 1.779, 0.316)  -0.014
H (1.978, 1.747, 2.675)  -0.013
H (-1.828, 0.592, -0.663)  0.000
H (-1.629, 0.679, 1.011)  0.000
H (-2.369, -0.607, 0.296)  0.000

Calculated values
E_tot in eV: -16647.9074
Total charge: +2
ΔE to the lowest compared entry with this formula, charge and spin in kcal/mol: 17.6
LUMO (alpha / beta) in eV: -8.4 / -13.2
Spin multiplicity: 2